Entry from the Open Molecules 2025 dataset: a cluster of 4 separate species, C22H42N3O8 in total in a non-equilibrium geometry (wB97M-V/def2-TZVPD).

charge = +1
F_max = 5.2 eV/A
HOMO level = -11.460 eV
Kohn-Sham gap = 9.029 eV

Each line ends with the Löwdin charge.
Geometry (Å):
1 N 5.78601 3.77787 -0.91312  0.11
2 C 4.86031 2.66306 -1.12129  -0.48
3 O 4.37815 2.50047 -2.23026  0.06
4 C 4.53167 1.79391 0.14836  -0.12
5 C 3.47929 0.63832 -0.09462  -0.11
6 C 3.87973 -0.37805 -1.22552  -0.14
7 C 2.92744 -1.39924 -1.68668  0.04
8 N 3.59889 -2.18511 -2.69297  0.14
9 C 4.85565 -1.62825 -2.76846  -0.22
10 C 5.86513 -2.32072 -3.77704  -0.08
11 C 6.60483 -3.47492 -2.91594  -0.18
12 C 5.75372 -4.81913 -2.89704  -0.16
13 C 5.85639 -5.48755 -1.45108  -0.24
14 O 4.63999 -6.20530 -1.10656  -0.10
15 N 5.11052 -0.54652 -1.94337  0.21
16 H 6.15771 3.70417 0.04004  0.08
17 H 6.54597 3.64903 -1.58775  0.10
18 H 5.47722 1.41916 0.65902  0.13
19 H 4.05716 2.49971 0.90736  0.14
20 H 3.46010 0.02593 0.86591  0.14
21 H 2.39936 1.01622 -0.21140  0.13
22 H 1.88117 -1.60397 -1.35576  0.14
23 H 3.25693 -2.99061 -3.21847  0.17
24 H 5.27100 -2.74203 -4.63314  0.12
25 H 6.62562 -1.57179 -4.12965  0.12
26 H 6.60296 -3.07486 -1.84806  0.10
27 H 7.68381 -3.60649 -3.19894  0.12
28 H 4.64882 -4.64187 -3.09881  0.10
29 H 6.21198 -5.51151 -3.65897  0.12
30 H 6.69570 -6.23908 -1.44667  0.13
31 H 6.05473 -4.75042 -0.61948  0.12
32 H 4.01366 -5.53697 -0.76176  0.09
33 H 5.95058 0.02030 -1.83893  0.18
34 O 0.00007 -0.21493 0.75930  0.07
35 C -0.66257 0.62873 0.19364  -0.52
36 O -0.05863 1.68333 -0.39099  -0.03
37 C -0.72914 2.62630 -1.24607  -0.22
38 C -1.38619 3.72505 -0.43955  -0.06
39 C -2.16264 0.57397 0.20961  0.02
40 H -1.42924 2.12033 -1.91423  0.12
41 H 0.04464 3.06062 -1.88288  0.12
42 H -2.15818 3.33050 0.22295  0.06
43 H -1.84318 4.46471 -1.09879  0.09
44 H -0.64920 4.22510 0.19375  0.08
45 H -2.52834 1.02682 1.13162  0.10
46 H -2.47089 -0.47131 0.17739  0.09
47 H -2.62917 1.05608 -0.64579  0.06
48 O -4.62477 0.04582 2.32703  0.07
49 C -4.28554 -1.00874 2.80859  -0.50
50 O -4.03621 -2.05976 2.00936  0.00
51 C -3.44583 -3.28910 2.45468  -0.23
52 C -4.49488 -4.23326 3.00300  -0.06
53 C -4.22651 -1.19464 4.30080  0.02
54 H -2.63736 -3.10059 3.16493  0.12
55 H -2.98202 -3.73816 1.57419  0.12
56 H -4.99506 -3.81484 3.87829  0.07
57 H -4.04414 -5.18628 3.28614  0.08
58 H -5.26849 -4.41860 2.25489  0.09
59 H -5.22263 -1.44183 4.67032  0.10
60 H -3.89915 -0.25758 4.75139  0.09
61 H -3.51658 -1.95374 4.62241  0.07
62 O -4.67851 2.50563 -0.63516  0.08
63 C -5.50450 2.98654 0.10416  -0.51
64 O -5.92168 4.25058 -0.09107  0.00
65 C -7.02711 4.84931 0.59824  -0.23
66 C -6.59395 5.42898 1.92822  -0.07
67 C -6.00739 2.22556 1.29926  0.00
68 H -7.85549 4.14410 0.69714  0.11
69 H -7.38508 5.65464 -0.04619  0.12
70 H -6.21403 4.65633 2.59928  0.07
71 H -7.42939 5.93187 2.41902  0.08
72 H -5.78545 6.14907 1.78436  0.08
73 H -5.31122 2.35733 2.12661  0.09
74 H -6.05631 1.17171 1.03815  0.08
75 H -7.01029 2.51059 1.61304  0.08


Entry from the Open Molecules 2025 dataset: a structure of composition C22H42NOP3Pm in a non-equilibrium geometry (wB97M-V/def2-TZVPD).

charge = +3
F_max = 4.1 eV/A
HOMO level (alpha / beta) = -15.340 / -15.366 eV
⟨S²⟩ = 6.01
multiplicity = 5
Kohn-Sham gap (alpha / beta) = 4.807 / 5.437 eV

Each line ends with the Löwdin spin population.
Geometry (Å):
1 Pm -1.05157 0.27182 0.08120  4.07
2 P -2.07173 -2.22911 1.09789  -0.01
3 P 1.15776 -0.86442 2.40956  -0.01
4 P 1.76256 -1.50572 -1.01723  0.00
5 H -1.19329 5.22846 -3.63381  0.00
6 C -1.34392 4.35129 -4.26579  0.00
7 C -2.21942 3.35841 -4.03874  0.00
8 H -2.93434 3.29168 -3.20088  0.00
9 C -3.68488 -1.90177 1.92522  0.00
10 C -1.43551 -3.59204 2.16670  0.00
11 C -2.57727 -3.16893 -0.40888  0.00
12 C 2.83694 -0.08620 2.40796  0.00
13 C 0.73538 -0.45535 4.16152  0.00
14 C 1.72694 -2.58886 2.80989  0.00
15 C 1.25570 -1.51900 -2.75139  0.00
16 C 1.55804 -3.27880 -0.55858  0.00
17 C 3.58780 -1.35189 -1.05851  0.00
18 H -0.73973 4.24463 -5.17540  0.00
19 H -2.29437 2.56506 -4.79121  0.00
20 H -4.18262 -1.06729 1.40798  0.00
21 H -3.47093 -1.59923 2.96056  0.00
22 H -4.34485 -2.78760 1.92378  0.00
23 H -1.17225 -3.17670 3.15059  0.00
24 H -0.53937 -4.04201 1.71715  0.00
25 H -2.17617 -4.39065 2.32905  0.00
26 H -2.83818 -2.45557 -1.20520  0.00
27 H -3.45634 -3.80362 -0.20437  0.00
28 H -1.72759 -3.77916 -0.74972  0.00
29 H 3.44922 -0.47889 3.23441  0.00
30 H 2.73406 0.99768 2.54867  0.00
31 H 3.37209 -0.28292 1.47064  0.00
32 H 1.63091 -0.35047 4.79264  0.00
33 H 0.12067 -1.26351 4.57947  0.00
34 H 0.17333 0.48039 4.22089  0.00
35 H 2.72839 -2.57431 3.26434  0.00
36 H 1.77011 -3.22229 1.92015  0.00
37 H 1.05396 -3.07723 3.52496  0.00
38 H 1.87173 -2.21377 -3.31626  0.00
39 H 1.32074 -0.53461 -3.20739  0.00
40 H 0.23527 -1.89364 -2.82760  0.00
41 H 1.70417 -3.95770 -1.43008  0.00
42 H 0.55726 -3.49390 -0.16121  0.00
43 H 2.30969 -3.59673 0.17677  0.00
44 H 4.05335 -1.84401 -1.92444  0.00
45 H 4.03396 -1.83879 -0.18080  0.00
46 H 3.87626 -0.29579 -1.07245  0.00
47 C 0.45991 1.83873 -2.43263  0.00
48 C 1.34926 2.87063 -2.81975  0.00
49 C 1.95163 2.81956 -4.07426  0.00
50 C 1.47752 1.87546 -5.03266  0.00
51 C 0.33886 1.10340 -4.72675  0.00
52 C -0.26796 1.20032 -3.47236  0.00
53 O 0.37710 1.45079 -1.15905  -0.02
54 H 1.43199 -0.15969 -0.54472  0.00
55 H 1.62868 3.61260 -2.06748  0.00
56 H 2.77186 3.51257 -4.35428  0.00
57 H 1.98397 1.77256 -6.01073  0.00
58 H -0.11148 0.49318 -5.52338  0.00
59 H -1.26962 0.78617 -3.26064  0.00
60 C -2.03987 3.80678 3.70856  0.00
61 C -1.34303 4.15538 2.56422  0.00
62 C -0.90874 3.16632 1.68110  0.00
63 N -1.14343 1.82903 1.91820  -0.01
64 C -1.85304 1.49765 3.04318  0.00
65 C -2.29111 2.45160 3.95278  0.00
66 H -2.40089 4.55846 4.39879  0.00
67 H -1.11076 5.20158 2.32311  0.00
68 H -0.34567 3.38491 0.74538  0.00
69 H -2.02882 0.42777 3.18806  0.00
70 H -2.81833 2.11732 4.85328  0.00


Entry from the Open Molecules 2025 dataset: a structure of composition C22H42NP3PrS in a non-equilibrium geometry (wB97M-V/def2-TZVPD).

charge = +3
F_max = 3.2 eV/A
HOMO level (alpha / beta) = -14.988 / -15.008 eV
⟨S²⟩ = 2.01
multiplicity = 3
Kohn-Sham gap (alpha / beta) = 4.813 / 4.902 eV

Each line ends with the Löwdin spin population.
Geometry (Å):
1 Pr -0.07505 0.01581 -0.20483  2.07
2 P 0.44520 -2.90301 -1.12273  0.00
3 P 2.49844 -0.76290 1.71206  0.00
4 P -2.82947 -0.32789 -1.19777  -0.01
5 H 3.51975 3.60414 1.49857  0.00
6 C 2.50287 4.00479 1.36264  0.00
7 C 1.58277 3.98835 2.34021  0.00
8 H 1.81644 3.64981 3.36179  0.00
9 C 1.64035 -3.10455 -2.50665  0.00
10 C 1.08049 -4.22937 -0.01404  0.00
11 C -0.98500 -3.79391 -1.86338  0.00
12 C 2.95117 0.65159 2.72774  0.00
13 C 2.05628 -2.08634 2.80624  0.00
14 C 3.93574 -1.23168 0.74301  0.00
15 C -3.78803 1.19367 -0.79128  0.00
16 C -4.12649 -1.58890 -0.89157  0.00
17 C -2.85288 -0.22327 -3.04328  0.00
18 H 2.21407 4.27472 0.33042  0.00
19 H 0.52984 4.26509 2.15240  0.00
20 H 1.68642 -4.15251 -2.83835  0.00
21 H 2.63832 -2.78232 -2.18511  0.00
22 H 1.32422 -2.47646 -3.34864  0.00
23 H 1.07736 -5.20356 -0.52659  0.00
24 H 0.44486 -4.30475 0.87646  0.00
25 H 2.10599 -4.01016 0.30872  0.00
26 H -0.64914 -4.74197 -2.31227  0.00
27 H -1.45048 -3.17414 -2.64169  0.00
28 H -1.73795 -4.00980 -1.09393  0.00
29 H 4.04247 0.53699 2.84927  0.00
30 H 2.39628 0.54911 3.67718  0.00
31 H 2.69927 1.62307 2.26267  0.00
32 H 3.02572 -2.36003 3.26156  0.00
33 H 1.62911 -2.96363 2.29880  0.00
34 H 1.37303 -1.73436 3.59203  0.00
35 H 4.69740 -1.42148 1.51430  0.00
36 H 4.23612 -0.40064 0.08472  0.00
37 H 3.72896 -2.13402 0.14257  0.00
38 H -4.45632 1.44461 -1.62869  0.00
39 H -3.10668 2.04634 -0.62775  0.00
40 H -4.36645 1.02119 0.12639  0.00
41 H -4.92383 -1.52540 -1.64849  0.00
42 H -4.55714 -1.41081 0.10298  0.00
43 H -3.69191 -2.59638 -0.90493  0.00
44 H -3.87641 0.02400 -3.36626  0.00
45 H -2.53759 -1.17850 -3.48768  0.00
46 H -2.16314 0.56294 -3.38486  0.00
47 C -0.08774 3.33998 -2.36267  -0.01
48 C 0.19286 3.10937 -3.73549  0.00
49 C 0.27078 4.20146 -4.59395  0.00
50 C 0.28664 5.51057 -4.08828  0.00
51 C 0.15418 5.73297 -2.70808  0.00
52 C 0.06298 4.65577 -1.81416  0.00
53 S -0.93692 2.12789 -1.49109  -0.04
54 H 1.77768 -0.07700 0.72290  0.00
55 H 0.29670 2.06146 -4.05768  0.00
56 H 0.34347 4.01190 -5.66851  0.00
57 H 0.41542 6.35841 -4.77262  0.00
58 H 0.15666 6.75662 -2.30575  0.00
59 H 0.07988 4.76901 -0.72021  0.00
60 C -1.52757 -1.67508 4.63684  0.00
61 C -1.79203 -2.40359 3.47853  0.00
62 C -1.55492 -1.82588 2.23230  0.00
63 N -1.03208 -0.57191 2.09316  0.00
64 C -0.79783 0.14232 3.23157  0.00
65 C -1.02153 -0.38076 4.50371  0.00
66 H -1.73384 -2.10312 5.62095  0.00
67 H -2.20948 -3.41063 3.52119  0.00
68 H -1.79359 -2.35067 1.30187  0.00
69 H -0.43456 1.16361 3.09074  0.00
70 H -0.82015 0.23384 5.38273  0.00


Energy relative to the best compared isomer or geometry (same formula, charge and spin) for the records above, in order: 0.0 0.0 42.8 kcal/mol